# 1
This record from the Open Molecules 2025 dataset describes a single C6H11NO molecule. The level of theory is ωB97M-V/def2-TZVPD.

Geometry as ORCA input:
```
! RIJCOSX wB97M-V def2-TZVPD def2/J DEFGRID3
* xyz 0 1
O -2.249 -0.214 0.020
H 0.793 -1.562 1.151
C -0.073 0.901 0.619
H 2.560 1.259 -0.443
H 2.257 0.269 0.907
C -1.325 0.705 -0.397
H -1.592 2.600 0.811
C 0.410 -1.223 0.223
H 0.557 -2.235 -0.459
H 2.639 -0.623 -0.771
H 0.028 0.381 1.600
C -0.893 2.161 0.017
N 0.769 0.079 -0.305
H -1.341 -2.017 -1.177
H -0.698 2.633 -0.849
C 2.140 0.316 -0.187
C -1.180 -1.564 -0.050
H -1.666 -2.304 0.789
H -1.136 0.436 -1.497
*
```

Computed properties:
SMILES: CN1CCO[C@H]2C[C@@H]21
ΔE to the lowest compared entry with this formula, charge and spin: 8.2581 eV
Highest occupied orbital energy: -7.94 eV
Kohn-Sham gap: 8.977 eV

=====

# 2
This record from the Open Molecules 2025 dataset describes a molecular structure, C6H11NO. The level of theory is ωB97M-V/def2-TZVPD.

Geometry as ORCA input:
```
! RIJCOSX wB97M-V def2-TZVPD def2/J DEFGRID3
* xyz 0 1
C -1.572 -1.325 -0.533
C 2.398 0.234 1.235
H 1.497 0.029 -1.358
O 0.948 -0.684 -0.986
H 1.265 -1.539 1.059
C -0.722 -0.091 -0.478
C 1.289 -0.480 0.808
N -0.474 1.109 1.636
H -1.318 0.772 -2.354
H 2.456 1.310 1.124
H -1.114 -2.156 0.007
C -1.162 1.071 -1.314
H -2.541 -1.118 -0.062
H -2.113 1.457 -0.925
H 3.196 -0.255 1.777
C -0.089 0.194 0.841
H -0.440 1.888 -1.278
H 0.245 1.223 2.365
H -1.747 -1.639 -1.564
*
```

Computed properties:
ΔE to the lowest compared entry with this formula, charge and spin: 4.2003 eV
Highest occupied orbital energy: -7.55 eV
Kohn-Sham gap: 8.266 eV

=====

# 3
This record from the Open Molecules 2025 dataset describes a single C6H11NO molecule. The level of theory is ωB97M-V/def2-TZVPD.

Geometry as ORCA input:
```
! RIJCOSX wB97M-V def2-TZVPD def2/J DEFGRID3
* xyz 0 1
H 0.119 0.992 1.672
H 0.610 2.609 -0.186
H -1.418 1.167 -0.885
H 1.649 -2.612 -1.876
N -0.360 -1.577 -1.447
C 1.059 1.618 -0.171
H 0.272 -1.371 1.373
O 1.802 -2.141 -1.043
C -2.365 0.409 0.818
C 0.793 -0.760 0.630
H 2.059 1.695 0.254
H -3.369 0.690 0.530
H -1.165 -0.904 -1.061
C 0.221 0.648 0.638
C 0.657 -1.505 -0.720
H 1.867 -0.741 0.863
H 1.164 1.266 -1.195
C -1.310 0.631 0.049
H -2.283 -0.112 1.760
*
```

Computed properties:
SMILES: [H]/N=C(/O)C[C@@H](C)C=C
ΔE to the lowest compared entry with this formula, charge and spin: 1.6264 eV
Highest occupied orbital energy: -9.43 eV
Kohn-Sham gap: 10.399 eV